Here is one molecule with the formula C9H10BrNO2 from the Open Molecules 2025 dataset. Energies are from ωB97M-V with the def2-TZVPD basis set.

## Properties
E_HOMO = -8.12 eV
LUMO level = 0.21 eV
SMILES string = C=C1C=CC=C[C@H]1O/[N+]([O-])=C(/C)Br
Kohn-Sham gap = 8.3 eV
ΔE to the lowest compared entry with this formula, charge and spin = 113.39 kcal per mole

```
23
C9H10BrNO2 | the Open Molecules 2025 dataset | ωB97M-V with the def2-TZVPD basis set
C 1.1981 2.7286 -0.1880
C 0.1984 2.6176 -1.2176
C 1.7808 1.6469 0.3297
C -0.1941 1.4176 -1.6743
C 1.4879 0.2651 -0.1635
C 0.3881 0.1858 -1.1997
C -2.1019 -2.1293 1.5823
C -0.0717 -1.0137 -1.5718
C -0.6659 -1.8912 1.2925
N -0.1726 -0.7005 1.2018
O -0.8068 0.3525 1.2572
O 1.1921 -0.6396 0.9252
Br 0.5174 -3.3425 1.2369
H 1.4498 3.7137 0.1774
H -0.2560 3.5234 -1.5879
H 2.5081 1.7098 1.1260
H -0.9840 1.3291 -2.4062
H 2.4195 -0.1713 -0.5567
H -2.4533 -2.9871 1.0099
H -2.2652 -2.3384 2.6404
H -2.6688 -1.2427 1.3069
H -0.8833 -1.1018 -2.2730
H 0.3832 -1.9319 -1.2474
```

***

Here is C9H10ClN5NiO2S4 as an isolated structure at a distorted geometry from the Open Molecules 2025 dataset. Energies are from ωB97M-V with the def2-TZVPD basis set.

## Properties
spin multiplicity = 3
E_HOMO (spin up / spin down) = -0.02 / -0.16 eV
LUMO level (spin up / spin down) = 4.40 / 4.40 eV
Kohn-Sham gap (spin up / spin down) = 4.4 / 4.6 eV
ΔE to the lowest compared entry with this formula, charge and spin = 0.00 kcal per mole
charge = -2

```
32
C9H10ClN5NiO2S4 | the Open Molecules 2025 dataset | ωB97M-V with the def2-TZVPD basis set
Ni -0.0336 0.1963 0.2389
S 1.9679 1.4500 0.0600
S 1.8994 3.0407 1.2496
S -0.2070 3.8070 1.1460
S -1.1287 2.6230 -0.1634
Cl -2.1174 -0.2736 2.7728
C -0.4389 0.2132 2.2523
H 0.2067 -0.4867 2.7902
H -0.2969 1.1991 2.6948
N -1.7295 -0.3933 -0.6344
C -2.8680 -0.2500 -0.5302
N -4.1854 -0.1207 -0.5311
C -4.7758 1.1805 -0.1982
C -5.2438 1.2163 1.2508
O -6.0720 0.0909 1.5595
C -5.3629 -1.1225 1.3545
C -4.9978 -1.2616 -0.1176
H -5.6302 1.3286 -0.8666
H -4.0303 1.9591 -0.3739
H -5.8563 2.1017 1.4197
H -4.3754 1.2350 1.9126
H -6.0241 -1.9321 1.6677
H -4.4484 -1.1341 1.9593
H -5.9151 -1.2487 -0.7141
H -4.4520 -2.1846 -0.3083
O 0.9126 -1.5160 -0.2140
N 1.9050 -2.2197 0.0557
C 2.5219 -2.7899 -0.9702
C 2.1299 -2.6962 -2.3371
N 1.7982 -2.6607 -3.4406
C 3.6306 -3.6322 -0.6978
N 4.5255 -4.3422 -0.5339
```